P.
C4H11BrNO | wB97M-V/def2-TZVPD

Bonds (Å) are listed after each position.
Element x y z (Å)
1 C -1.64931 0.71237 -0.82226  C3 1.577, H8 1.141, H9 1.094, H10 1.070
2 C 0.11401 1.15625 0.93179  C3 1.399, H11 1.056, H12 1.022
3 C -1.10269 0.52793 0.64519  C1 1.577, C2 1.399, O6 1.400, H13 1.107
4 C 1.62082 -0.06174 -0.57416  N5 1.505, Br7 1.839, H14 1.007
5 N 1.17258 -1.48770 -0.39947  C4 1.505, H15 1.094, H16 1.050, H17 1.029
6 O -0.97983 -0.85568 0.82134  C3 1.400, H18 0.984
7 Br 3.27439 0.19133 0.19065  C4 1.839
8 H -2.32245 -0.17902 -1.05588  C1 1.141
9 H -0.92508 0.65601 -1.64029  C1 1.094
10 H -2.09427 1.68356 -0.75766  C1 1.070
11 H 0.68233 0.75745 1.72733  C2 1.056
12 H 0.29538 2.06967 0.51056  C2 1.022
13 H -2.00508 0.89617 1.16925  C3 1.107
14 H 1.38052 0.23078 -1.50763  C4 1.007
15 H 1.92998 -1.82486 0.31506  N5 1.094
16 H 0.16524 -1.41538 -0.11150  N5 1.050
17 H 1.27551 -2.08622 -1.22973  N5 1.029
18 H -0.83204 -0.97090 1.78741  O6 0.984

Kohn-Sham gap (spin up / spin down): 8.349 / 8.279 eV
Net charge: +1

=====

Q.
C4H11BrNO | wB97M-V/def2-TZVPD

Bonds (Å) are listed after each position.
Element x y z (Å)
1 C 0.64485 -1.46149 1.13552  C4 1.477, H8 1.077, H9 1.118, H10 1.067
2 C 0.73908 -1.28739 -1.35877  C4 1.404, H11 1.149, H12 1.143, H13 1.118
3 C -0.66662 1.24924 -0.43894  N5 1.470, O6 1.369, H14 1.069
4 C 1.16783 -0.84076 -0.09862  C1 1.477, C2 1.404, Br7 1.840
5 N -0.90233 1.85607 0.87883  C3 1.470, H15 1.095, H16 1.044, H17 0.947
6 O -1.66157 0.42364 -0.88817  C3 1.369, H18 0.977
7 Br 2.46563 0.45612 0.03511  C4 1.840
8 H 0.20953 -0.69297 1.75124  C1 1.077
9 H -0.05013 -2.30413 0.89721  C1 1.118
10 H 1.36283 -1.84050 1.82739  C1 1.067
11 H -0.38243 -1.42987 -1.56623  C2 1.149
12 H 1.16783 -0.57398 -2.14263  C2 1.143
13 H 1.34194 -2.22754 -1.31702  C2 1.118
14 H -0.17071 2.04450 -0.95326  C3 1.069
15 H -1.80242 1.44834 1.35079  N5 1.095
16 H -0.10540 1.68658 1.53111  N5 1.044
17 H -1.08156 2.78298 0.94791  N5 0.947
18 H -2.27635 0.71115 -1.59147  O6 0.977

Kohn-Sham gap (spin up / spin down): 8.947 / 6.252 eV
Net charge: +1

=====

The most stable arrangement is P, and the next structure is 0.0219 hartree less stable.

=====

P.
C3H8N4O | wB97M-V/def2-TZVPD

Bonds (Å) are listed after each position.
Element x y z (Å)
1 C -0.28796 -0.21808 0.17070  C2 1.512, N3 1.437, C4 1.609, H10 1.088
2 C -1.49705 -1.01332 -0.26851  C1 1.512, H14 1.088, H15 1.086, H16 1.085
3 N 0.18126 0.77964 -0.75120  C1 1.437, N6 1.504, H9 1.013
4 C 1.11659 -0.95487 -0.09805  C1 1.609, N5 1.364, O8 1.213
5 N 2.04489 -0.71959 0.87329  C4 1.364, H11 1.008, H12 1.008
6 N -0.26323 2.20617 -0.58321  N3 1.504, N7 1.238
7 N -0.83932 2.37612 0.49962  N6 1.238, H13 1.029
8 O 1.22429 -1.84319 -0.91693  C4 1.213
9 H 0.15956 0.53856 -1.73510  N3 1.013
10 H -0.31297 0.19774 1.17610  C1 1.088
11 H 2.91474 -1.22414 0.80250  N5 1.008
12 H 2.05182 0.16346 1.36002  N5 1.008
13 H -1.11317 3.36013 0.62410  N7 1.029
14 H -1.23263 -1.67129 -1.09387  C2 1.088
15 H -2.28664 -0.34934 -0.60824  C2 1.086
16 H -1.86016 -1.62801 0.54876  C2 1.085

Kohn-Sham gap: 10.035 eV
Structure (SMILES): [H]/N=N/N[C@@H](C)C(N)=O

=====

Q.
C3H8N4O | wB97M-V/def2-TZVPD

Bonds (Å) are listed after each position.
Element x y z (Å)
1 C -1.88737 -0.93718 0.35233  C4 1.493, H14 1.088, H15 1.093, H16 1.088
2 N 0.11705 0.62733 0.52516  C3 1.835, C4 1.563, O6 1.445, H10 1.026
3 C 1.45233 -0.58761 0.19427  N2 1.835, N5 1.376, N7 1.209
4 C -0.82686 -0.20496 -0.40128  C1 1.493, N2 1.563, N8 1.265
5 N 2.66922 0.03807 0.04758  C3 1.376, H11 1.010, H12 1.018
6 O -0.10909 2.04432 0.35545  N2 1.445, H9 0.975
7 N 0.94910 -1.68472 0.12416  C3 1.209
8 N -0.91024 0.07065 -1.63325  C4 1.265, H13 1.017
9 H -1.03286 2.13499 0.05630  O6 0.975
10 H 0.32419 0.70824 1.52631  N2 1.026
11 H 3.36415 -0.55723 -0.38043  N5 1.010
12 H 2.59274 0.96864 -0.35699  N5 1.018
13 H -0.26960 0.76705 -2.00477  N8 1.017
14 H -1.47596 -1.43514 1.22841  C1 1.088
15 H -2.66958 -0.24017 0.66412  C1 1.093
16 H -2.28721 -1.71230 -0.29736  C1 1.088

Kohn-Sham gap: 9.236 eV

=====

The most stable arrangement is P, and the next structure is 0.1101 hartree less stable.

=====

P.
C4H10OS | wB97M-V/def2-TZVPD

Bonds (Å) are listed after each position.
Element x y z (Å)
1 C -2.83825 1.26649 -0.26774  C2 1.580, H4 1.091, H5 1.079, H6 1.097
2 C -1.47654 0.48238 -0.43500  C1 1.580, S3 1.786, H7 1.086, H8 1.089
3 S 0.10306 1.31250 -0.50502  C2 1.786, H9 1.358
4 H -3.35882 1.04677 -1.20086  C1 1.091
5 H -3.30368 1.01194 0.67202  C1 1.079
6 H -2.63741 2.34346 -0.32956  C1 1.097
7 H -1.53653 -0.14777 -1.31792  C2 1.086
8 H -1.45826 -0.15497 0.44838  C2 1.089
9 H -0.00525 1.97309 0.67641  S3 1.358
10 O 1.01293 -1.64896 -0.85628  C11 1.198
11 C 2.09106 -1.27581 -0.48999  O10 1.198, C12 1.504, H13 1.097
12 C 2.55251 -1.32160 0.94081  C11 1.504, H14 1.090, H15 1.096, H16 1.095
13 H 2.81876 -0.82472 -1.17589  C11 1.097
14 H 1.82847 -0.88920 1.63189  C12 1.090
15 H 2.67321 -2.32725 1.35972  C12 1.096
16 H 3.53474 -0.84636 0.84904  C12 1.095

Kohn-Sham gap: 9.656 eV
Structure (SMILES): CC=O.CCS

=====

Q.
C4H10OS | wB97M-V/def2-TZVPD

Bonds (Å) are listed after each position.
Element x y z (Å)
1 C 2.01394 -1.09843 0.23487  H5 1.083, H6 1.095, H7 1.130, O15 1.395
2 C 0.30815 0.55414 0.24586  C3 1.482, H8 1.130, O15 1.398, S16 1.827
3 C 0.04520 1.97633 -0.07693  C2 1.482, H9 1.089, H10 1.083, H11 1.075
4 C -2.21373 -0.44494 0.58813  H12 1.048, H13 1.107, H14 1.094, S16 1.855
5 H 1.74838 -1.64991 -0.65809  C1 1.083
6 H 3.10907 -1.07724 0.22608  C1 1.095
7 H 1.58437 -1.48095 1.20736  C1 1.130
8 H 0.05904 0.30975 1.32014  C2 1.130
9 H 0.88270 2.57581 0.27761  C3 1.089
10 H 0.00609 2.06508 -1.15509  C3 1.083
11 H -0.91081 2.31491 0.27970  C3 1.075
12 H -2.35837 0.56477 0.82710  C4 1.048
13 H -2.05556 -1.03913 1.50904  C4 1.107
14 H -3.09962 -0.84164 0.08265  C4 1.094
15 O 1.64801 0.22886 0.01323  C1 1.395, C2 1.398
16 S -0.81692 -0.59343 -0.62337  C2 1.827, C4 1.855

Kohn-Sham gap: 9.592 eV
Structure (SMILES): CO[C@@H](C)SC

=====

R.
C4H10OS | wB97M-V/def2-TZVPD

Bonds (Å) are listed after each position.
Element x y z (Å)
1 C -1.14637 0.09236 -2.01908  C2 1.528, H4 1.085, H5 1.089, H6 1.098
2 C -2.25384 0.19884 -0.97190  C1 1.528, S3 1.819, H7 1.086, H8 1.084
3 S -1.91430 -1.01293 0.34128  C2 1.819, H9 1.327
4 H -0.25800 0.69548 -1.86390  C1 1.085
5 H -0.75221 -0.90981 -2.18319  C1 1.089
6 H -1.53599 0.32963 -3.01795  C1 1.098
7 H -3.14633 -0.18886 -1.45319  C2 1.086
8 H -2.36500 1.19442 -0.55813  C2 1.084
9 H -3.12571 -1.00202 0.88207  S3 1.327
10 C 2.23390 1.68072 1.24693  C11 1.333, H13 1.078, H14 1.081
11 C 2.19693 0.45051 0.73549  C10 1.333, O12 1.355, H15 1.087
12 O 3.23448 -0.39453 0.52343  C11 1.355, H16 0.948
13 H 1.25985 2.12010 1.38666  C10 1.078
14 H 3.15303 2.22503 1.41284  C10 1.081
15 H 1.24029 -0.06342 0.77835  C11 1.087
16 H 4.06271 -0.02268 0.79603  O12 0.948

Kohn-Sham gap: 9.903 eV
Structure (SMILES): C=CO.CCS

=====

The most stable arrangement is Q, and the next structure is 0.0105 hartree less stable.